A.
ORCA calculation (ωB97M-V/def2-TZVPD) on a cluster of 2 separate species, C6H11P in total.

Calculated values
Net charge = 0
HOMO-LUMO gap (alpha / beta) = 8.09 / 7.77 eV
HOMO energy (alpha / beta) = -8.025 / -7.511 eV
LUMO energy (alpha / beta) = 0.061 / 0.260 eV

Last column: natural (NBO) charge in e.
CARTESIAN COORDINATES (ANGSTROEM)
1 C 1.636 0.662 -0.947  -0.183
2 C 0.315 0.563 -1.206  -0.266
3 C 1.873 0.392 0.524  -0.441
4 C 0.370 0.321 1.126  -0.472
5 C -0.537 0.286 -0.073  -0.248
6 C -1.272 -2.064 -0.414  -0.560
7 P -2.162 0.975 0.125  0.347
8 H 2.296 0.476 -1.883  0.228
9 H -0.143 0.701 -2.280  0.218
10 H 2.427 -0.559 0.650  0.214
11 H 2.510 1.234 0.955  0.219
12 H 0.347 -0.629 1.663  0.234
13 H 0.197 1.237 1.747  0.220
14 H -1.888 -1.926 -1.191  0.162
15 H -1.794 -2.352 0.542  0.190
16 H -0.255 -2.594 -0.697  0.196
17 H -1.680 2.353 -0.128  -0.028
18 H -2.240 0.925 1.487  -0.030

=====

B.
ORCA calculation (ωB97M-V/def2-TZVPD) on a cluster of 2 separate species, C6H11P in total.

Calculated values
Net charge = 0
HOMO-LUMO gap (alpha / beta) = 6.97 / 7.02 eV
HOMO energy (alpha / beta) = -7.755 / -7.844 eV
LUMO energy (alpha / beta) = -0.790 / -0.825 eV

Last column: natural (NBO) charge in e.
CARTESIAN COORDINATES (ANGSTROEM)
1 C 2.248 0.699 -1.429  -0.472
2 C 1.777 1.065 -0.037  -0.202
3 C 2.572 0.053 -0.090  0.060
4 C 3.142 -1.208 0.420  -0.662
5 C -3.959 -0.147 0.180  -0.617
6 C -2.645 0.298 0.596  -0.815
7 P -1.105 -0.650 0.266  0.328
8 H 1.502 0.252 -2.148  0.188
9 H 3.090 1.321 -1.724  0.180
10 H 1.417 1.878 0.419  0.207
11 H 2.571 -2.075 -0.036  0.245
12 H 3.194 -1.129 1.587  0.230
13 H 4.220 -1.174 0.018  0.229
14 H -4.619 0.620 -0.178  0.218
15 H -4.022 -0.985 -0.668  0.203
16 H -4.362 -0.636 1.067  0.213
17 H -2.818 0.671 1.682  0.231
18 H -2.203 1.146 0.076  0.236

=====

Preferred: A; penalty for the next structure: 1.578 eV.

=====

A.
ORCA calculation (ωB97M-V/def2-TZVPD) on a structure of composition C4H6O2P.

Calculated values
Net charge = -1
HOMO-LUMO gap = 8.16 eV
HOMO energy = -4.074 eV
LUMO energy = 4.084 eV

Last column: natural (NBO) charge in e.
CARTESIAN COORDINATES (ANGSTROEM)
1 C -1.676 -0.575 1.251  -0.452
2 C -1.372 -0.480 -0.029  -0.146
3 C 1.411 -0.799 -0.391  0.730
4 C 0.239 0.109 -0.695  -0.561
5 O 1.980 -0.348 0.675  -0.791
6 O 1.691 -1.782 -1.052  -0.710
7 P 0.965 1.575 0.250  0.376
8 H -2.731 -0.900 1.454  0.174
9 H -1.118 -0.340 2.148  0.212
10 H -2.046 -1.036 -0.781  0.188
11 H 0.138 0.478 -1.691  0.205
12 H 0.427 2.490 -0.632  -0.166
13 H 2.092 1.608 -0.507  -0.058

=====

B.
ORCA calculation (ωB97M-V/def2-TZVPD) on a cluster of 2 separate species, C4H6O2P in total.

Calculated values
Net charge = -1
HOMO-LUMO gap (alpha / beta) = 5.52 / 5.51 eV
HOMO energy (alpha / beta) = -2.718 / -2.716 eV
LUMO energy (alpha / beta) = 2.799 / 2.798 eV

Last column: natural (NBO) charge in e.
CARTESIAN COORDINATES (ANGSTROEM)
1 C 1.050 0.447 1.145  -0.185
2 C 2.232 0.204 0.617  -0.387
3 C 3.289 -0.076 0.017  0.611
4 C -1.157 0.399 -1.240  -1.339
5 O 4.195 -0.448 -0.639  -0.533
6 O -1.730 -1.988 -0.098  -1.169
7 P -1.962 -0.530 -0.136  1.590
8 H 0.548 1.336 0.948  0.203
9 H 0.712 -0.294 1.819  0.201
10 H -0.846 -0.215 -2.195  0.227
11 H -0.990 1.416 -1.184  0.203
12 H -3.416 -0.290 -0.302  -0.224
13 H -1.924 0.039 1.248  -0.199

=====

Preferred: A; penalty for the next structure: 1.667 eV.

=====

A.
ORCA calculation (ωB97M-V/def2-TZVPD) on a cluster of 2 separate species, C2H5BO in total.

Calculated values
Net charge = 0
HOMO-LUMO gap = 11.53 eV
HOMO energy = -11.257 eV
LUMO energy = 0.270 eV

Last column: natural (NBO) charge in e.
CARTESIAN COORDINATES (ANGSTROEM)
1 B -1.359 -0.062 -0.110  0.500
2 C -4.064 -0.006 0.534  0.499
3 C -0.004 -0.820 -0.094  -1.032
4 O -4.500 0.729 -0.200  -0.503
5 H 0.711 -0.608 0.822  0.249
6 H -2.317 -0.626 -0.407  -0.109
7 H -1.481 1.103 0.020  -0.097
8 H 0.745 -0.621 -0.787  0.267
9 H -0.170 -1.873 -0.061  0.226

=====

B.
ORCA calculation (ωB97M-V/def2-TZVPD) on an isolated molecule of C2H5BO.

Calculated values
Net charge = 0
HOMO-LUMO gap = 9.07 eV
HOMO energy = -10.428 eV
LUMO energy = -1.362 eV

Last column: natural (NBO) charge in e.
CARTESIAN COORDINATES (ANGSTROEM)
1 B -0.710 -0.073 0.290  -0.388
2 C 1.937 0.261 -0.038  0.359
3 C 0.691 -0.649 -0.073  -0.102
4 O 2.960 0.017 0.549  -0.492
5 H -1.583 -0.800 0.244  0.010
6 H -0.930 0.790 0.995  0.072
7 H 1.894 1.249 -0.545  0.123
8 H 0.930 -1.560 -0.486  0.204
9 H -0.375 0.650 -0.676  0.214

=====

C.
ORCA calculation (ωB97M-V/def2-TZVPD) on a cluster of 3 separate species, C2H5BO in total.

Calculated values
Net charge = 0
SMILES = [H][H].B=O.C#C
HOMO-LUMO gap = 11.14 eV
HOMO energy = -10.317 eV
LUMO energy = 0.825 eV

Last column: natural (NBO) charge in e.
CARTESIAN COORDINATES (ANGSTROEM)
1 H -1.501 -1.414 -1.198  -0.024
2 H -1.933 -1.141 -1.777  0.021
3 B -0.531 -0.947 1.025  0.878
4 O -1.192 0.023 0.850  -0.809
5 H 0.290 -1.829 1.187  -0.068
6 C 1.614 1.053 0.318  -0.289
7 C 0.794 1.474 -0.465  -0.194
8 H 2.420 0.870 1.089  0.253
9 H 0.038 1.911 -1.028  0.232

=====

Preferred: A; penalty for the next structure: 0.952 eV.

=====

A.
ORCA calculation (ωB97M-V/def2-TZVPD) on a structure of composition C4H3N3.

Calculated values
Net charge = 0
HOMO-LUMO gap = 9.48 eV
HOMO energy = -9.590 eV
LUMO energy = -0.115 eV

Last column: natural (NBO) charge in e.
CARTESIAN COORDINATES (ANGSTROEM)
1 N 2.618 0.238 0.707  -0.310
2 C 1.583 0.136 0.174  0.325
3 C 0.844 -1.599 -0.426  0.328
4 N -0.285 -1.621 -0.043  -0.485
5 C -1.289 -0.690 0.135  -0.122
6 C -0.858 0.563 -0.076  0.004
7 N 0.475 0.785 -0.443  -0.625
8 H -2.271 -1.012 0.449  0.235
9 H -1.497 1.434 0.043  0.229
10 H 0.728 1.758 -0.514  0.422

=====

B.
ORCA calculation (ωB97M-V/def2-TZVPD) on an isolated molecule of C4H3N3.

Calculated values
Net charge = 0
SMILES = N#Cc1ncc[nH]1
HOMO-LUMO gap = 10.07 eV
HOMO energy = -9.868 eV
LUMO energy = 0.199 eV

Last column: natural (NBO) charge in e.
CARTESIAN COORDINATES (ANGSTROEM)
1 N -1.772 -2.870 -0.606  -0.261
2 C -1.209 -1.872 -0.441  0.242
3 C -0.512 -0.630 -0.272  0.211
4 N -0.330 0.259 -1.219  -0.352
5 C 0.423 1.251 -0.644  -0.090
6 C 0.647 0.975 0.668  -0.098
7 N -0.017 -0.236 0.959  -0.545
8 H 0.735 2.116 -1.210  0.222
9 H 1.107 1.543 1.477  0.233
10 H 0.944 -0.520 1.294  0.439

=====

Preferred: B; penalty for the next structure: 2.258 eV.

=====

A.
ORCA calculation (ωB97M-V/def2-TZVPD) on an isolated molecule of C4H3N3.

Calculated values
Net charge = 0
HOMO-LUMO gap (alpha / beta) = 8.62 / 8.62 eV
HOMO energy (alpha / beta) = -8.388 / -8.388 eV
LUMO energy (alpha / beta) = 0.231 / 0.230 eV

Last column: natural (NBO) charge in e.
CARTESIAN COORDINATES (ANGSTROEM)
1 C 0.340 1.061 0.275  -0.374
2 C 0.292 -0.002 1.147  0.058
3 C 0.152 0.661 -1.065  0.225
4 C 0.072 -0.956 -0.901  0.100
5 N -0.707 0.643 -2.166  -0.233
6 N -1.068 -0.364 -1.416  -0.076
7 N 0.069 -1.211 0.453  -0.577
8 H 0.656 2.010 0.485  0.232
9 H 0.450 0.127 2.162  0.217
10 H -0.256 -1.968 1.026  0.427

=====

B.
ORCA calculation (ωB97M-V/def2-TZVPD) on an isolated molecule of C4H3N3.

Calculated values
Net charge = 0
SMILES = N#Cc1ncc[nH]1
HOMO-LUMO gap = 10.02 eV
HOMO energy = -9.529 eV
LUMO energy = 0.491 eV

Last column: natural (NBO) charge in e.
CARTESIAN COORDINATES (ANGSTROEM)
1 N 2.896 0.423 0.395  -0.267
2 C 2.144 -0.439 0.189  0.233
3 C 0.723 -0.618 -0.036  0.221
4 N -0.233 -1.492 0.117  -0.388
5 C -1.400 -0.725 0.104  -0.092
6 C -1.114 0.612 -0.029  -0.081
7 N 0.244 0.660 -0.167  -0.507
8 H -2.363 -1.216 0.167  0.221
9 H -1.639 1.558 0.087  0.232
10 H 0.741 1.237 -0.828  0.428

=====

C.
ORCA calculation (ωB97M-V/def2-TZVPD) on a structure of composition C4H3N3.

Calculated values
Net charge = 0
HOMO-LUMO gap = 8.78 eV
HOMO energy = -9.248 eV
LUMO energy = -0.466 eV

Last column: natural (NBO) charge in e.
CARTESIAN COORDINATES (ANGSTROEM)
1 C -0.118 -1.485 0.026  0.239
2 C 0.478 -0.273 0.007  -0.296
3 C 1.664 0.239 0.033  0.514
4 C -1.917 0.498 -0.192  -0.131
5 N -0.701 -2.493 0.076  -0.315
6 N -0.836 1.079 -0.142  -0.274
7 N 2.738 0.777 -0.059  -0.588
8 H -2.052 -0.657 -0.152  0.213
9 H -2.757 1.252 -0.083  0.216
10 H 3.501 1.063 0.485  0.423

=====

D.
ORCA calculation (ωB97M-V/def2-TZVPD) on an isolated molecule of C4H3N3.

Calculated values
Net charge = 0
SMILES = C#Cc1cnn[nH]1
HOMO-LUMO gap = 8.76 eV
HOMO energy = -9.195 eV
LUMO energy = -0.435 eV

Last column: natural (NBO) charge in e.
CARTESIAN COORDINATES (ANGSTROEM)
1 C 2.213 0.057 -0.129  -0.085
2 C 1.450 -0.352 0.720  -0.099
3 C 0.033 -0.135 0.552  0.050
4 C -0.493 0.981 -0.066  -0.125
5 N -1.676 0.649 -0.624  -0.230
6 N -1.930 -0.598 -0.367  -0.066
7 N -0.909 -1.075 0.360  -0.329
8 H 2.324 0.519 -1.083  0.246
9 H -0.071 1.978 -0.066  0.218
10 H -0.941 -2.023 0.703  0.421

=====

Preferred: B; penalty for the next structure: 2.730 eV.